14
Properties=species:S:1:pos:R:3 method="wB97M-V/def2-TZVPD" largest_force_ev_per_a=3.4 relative_energy_kj_mol=453.80
C 0.2020 1.1948 -0.9975
C -0.1933 -1.5360 1.1675
C 0.7909 -1.2071 -1.2859
H -0.7897 1.2368 1.4501
H -1.3686 2.9096 1.2889
H 0.7235 1.2374 -1.9428
H -0.6547 -1.7248 2.1748
H 1.3736 -1.0069 -2.1481
N -0.9922 1.9930 0.8182
N -0.2268 2.2204 -0.3076
N 0.1148 -0.1823 -0.6082
N 0.0139 -2.4982 0.4065
N 0.8199 -2.3735 -0.8091
O 0.1869 -0.2632 0.7931



14
Properties=species:S:1:pos:R:3 method="wB97M-V/def2-TZVPD" largest_force_ev_per_a=6.3 relative_energy_kj_mol=425.15
C -1.4399 -0.1415 -0.1142
C 0.0174 -0.2782 -0.2751
C 2.1515 0.1292 0.3116
H -3.0847 -1.2695 -0.2276
H -1.8254 -2.3422 0.7076
H -2.8152 1.2892 -0.0918
H 3.0425 0.7209 0.9932
H -0.5038 1.9730 -0.1987
N -2.1597 -1.2426 0.4284
N -1.8488 1.0901 -0.1344
N 0.7311 -1.4065 -0.3556
N 2.0082 -1.2602 -0.1078
N 0.8890 0.7688 0.0308
O 0.4343 1.9655 0.0316



10
Properties=species:S:1:pos:R:3 method="wB97M-V/def2-TZVPD" largest_force_ev_per_a=9.8 relative_energy_kj_mol=325.22
C -0.6822 0.4159 -0.1111
C 0.6129 -0.3118 -0.2106
C 1.8194 0.2919 -0.1062
H -1.8862 -1.3551 0.7907
H -2.6935 0.1336 0.3303
H 0.6902 -1.3827 -0.4175
H 2.6756 -0.3720 0.0055
H 2.0141 1.3080 0.1742
N -1.7967 -0.3498 -0.3059
O -0.7536 1.6219 -0.1495



10
Properties=species:S:1:pos:R:3 method="wB97M-V/def2-TZVPD" largest_force_ev_per_a=1.1 smiles=N#CCCO relative_energy_kj_mol=55.55
O -1.8055 0.2149 -0.2842
C -0.6208 -0.2871 0.2928
C 0.5271 0.6030 -0.1928
C 1.8181 -0.0567 0.0117
N 2.8096 -0.6325 0.1644
H -2.4475 -0.5021 -0.3276
H -0.6656 -0.2665 1.3915
H -0.4250 -1.3230 -0.0138
H 0.5180 1.5702 0.3196
H 0.3880 0.7933 -1.2618



| no. | electronic energy (eV) | frontier orbital gap (eV) |
| --- | --- | --- |
| 1 | -12684.591 | 8.830 |
| 2 | -12684.888 | 9.544 |
| 3 | -6726.202 | 9.867 |
| 4 | -6728.997 | 11.724 |